Entry 1:
{
  "formula": "C22H56AsF6MgN4O20",
  "method": "ωB97M-V/def2-TZVPD",
  "symbols": ["Mg", "N", "O", "O", "O", "N", "O", "O", "O", "As", "F", "F", "F", "F", "F", "F", "C", "N", "O", "O", "H", "H", "H", "C", "N", "O", "O", "H", "H", "H", "C", "O", "C", "C", "O", "C", "H", "H", "H", "H", "H", "H", "H", "H", "H", "H", "C", "O", "C", "C", "O", "C", "H", "H", "H", "H", "H", "H", "H", "H", "H", "H", "C", "O", "C", "C", "O", "C", "H", "H", "H", "H", "H", "H", "H", "H", "H", "H", "C", "O", "C", "C", "O", "C", "H", "H", "H", "H", "H", "H", "H", "H", "H", "H", "C", "O", "C", "C", "O", "C", "H", "H", "H", "H", "H", "H", "H", "H", "H", "H"],
  "coordinates": [[-32.4293, 9.4216, -0.9524], [-33.0706, 4.2971, -2.1397], [-33.0746, 5.4331, -1.6381], [-33.9457, 3.5118, -1.7975], [-32.1330, 3.9808, -2.8411], [-32.6778, 9.2970, -6.1428], [-32.1459, 9.4691, -5.0153], [-32.0486, 9.0073, -7.1422], [-33.8430, 9.3381, -6.2792], [-34.7795, 9.2818, 4.8927], [-35.2710, 7.5897, 4.5184], [-33.8952, 9.4170, 3.3666], [-34.4097, 10.9928, 5.1360], [-35.6532, 9.1721, 6.4748], [-33.2968, 8.8567, 5.8032], [-36.2608, 9.8161, 4.1041], [-35.2368, -0.9016, -5.4693], [-34.3175, -1.7331, -6.3537], [-33.4388, -1.0832, -6.9300], [-34.5873, -2.9570, -6.4865], [-34.9316, -0.9548, -4.4242], [-36.2206, -1.3707, -5.4600], [-35.3348, 0.1461, -5.7535], [-33.8566, -2.4526, 1.3008], [-34.7263, -3.4680, 0.7123], [-34.6657, -3.6909, -0.4948], [-35.5389, -3.9870, 1.4452], [-33.9308, -2.5969, 2.3787], [-34.1362, -1.4869, 0.8797], [-32.8226, -2.6877, 1.0486], [-26.6339, -0.2586, -1.3596], [-26.2558, -1.0454, -2.4724], [-27.1056, -0.8291, -3.5785], [-26.5091, -1.5635, -4.7721], [-25.2851, -0.9494, -5.1218], [-24.4435, -1.8423, -5.7593], [-25.8729, -0.3481, -0.5843], [-27.5774, -0.6627, -0.9928], [-26.7660, 0.8103, -1.5272], [-27.2346, 0.1837, -3.9602], [-28.0686, -1.3104, -3.4076], [-27.1613, -1.5216, -5.6445], [-26.3425, -2.6147, -4.5369], [-24.8763, -2.5080, -6.5060], [-23.9396, -2.4810, -5.0338], [-23.5901, -1.3102, -6.1795], [-32.7119, 5.1447, -10.2994], [-32.5716, 6.3514, -11.0635], [-33.7956, 6.6124, -11.7688], [-33.8050, 8.1381, -12.1463], [-32.5171, 8.7246, -12.0393], [-32.6306, 10.1422, -12.4118], [-33.1812, 4.3491, -10.8781], [-33.3186, 5.4480, -9.4461], [-31.7128, 4.9020, -9.9375], [-34.6127, 6.4171, -11.0744], [-33.9765, 5.8892, -12.5640], [-34.5830, 8.6844, -11.6130], [-34.0881, 8.1401, -13.1989], [-33.1129, 10.3534, -13.3662], [-31.7228, 10.7452, -12.3957], [-33.2465, 10.7071, -11.7119], [-36.2467, 10.5187, -1.5088], [-35.0201, 11.1684, -1.1323], [-35.0386, 12.5448, -1.6043], [-33.9426, 13.2891, -0.8457], [-32.7475, 12.5412, -0.8631], [-31.7402, 13.2176, -0.1660], [-36.1475, 9.4600, -1.2694], [-36.4295, 10.5702, -2.5821], [-37.0127, 11.0140, -0.9120], [-35.9987, 12.9672, -1.3081], [-34.8939, 12.6653, -2.6779], [-34.2522, 13.5497, 0.1664], [-33.8759, 14.2472, -1.3611], [-32.0022, 13.2675, 0.8909], [-31.5870, 14.1699, -0.6738], [-30.7451, 12.7836, -0.2642], [-42.0550, 5.6197, 1.4178], [-41.5738, 4.3076, 1.5855], [-40.1890, 4.0361, 1.3253], [-39.6886, 2.8088, 2.1102], [-40.2688, 1.5668, 1.7529], [-39.9675, 1.1751, 0.3733], [-41.4827, 6.3460, 1.9950], [-43.0895, 5.7785, 1.7223], [-41.9201, 5.8802, 0.3680], [-39.5733, 4.8863, 1.6189], [-40.0125, 3.9240, 0.2555], [-39.6733, 2.8679, 3.1985], [-38.6451, 2.5843, 1.8897], [-38.9137, 1.3398, 0.1487], [-40.6408, 1.7397, -0.2717], [-40.1820, 0.1098, 0.2891], [-25.8288, 11.8751, -2.7754], [-26.7039, 10.7934, -2.4651], [-26.1192, 9.8570, -1.5554], [-27.1549, 8.8380, -1.0210], [-28.1931, 9.4118, -0.1804], [-27.7894, 9.3573, 1.1680], [-25.6996, 12.5866, -1.9599], [-26.2300, 12.3632, -3.6636], [-24.8420, 11.4560, -2.9722], [-25.7495, 10.3744, -0.6702], [-25.3556, 9.3497, -2.1451], [-26.7256, 7.9300, -0.5976], [-27.6234, 8.4217, -1.9128], [-26.7046, 9.4316, 1.2432], [-28.0314, 8.3613, 1.5389], [-28.3094, 10.0332, 1.8468]],
  "forces_ev_per_angstrom": [[-0.7, 0.4, -0.6], [0.6, -0.4, 1.0], [-0.5, 1.8, 0.5], [-0.7, -0.4, -0.2], [0.7, -0.5, -1.2], [1.9, -0.9, -0.1], [0.7, 0.2, 0.3], [2.7, 0.0, -0.5], [-5.3, 0.8, 0.9], [-0.8, -0.1, 1.4], [1.0, 1.5, 0.4], [-0.1, -0.5, 0.4], [-0.1, -0.7, 0.2], [0.8, 0.2, -1.6], [-1.1, 0.0, -1.2], [0.5, -0.3, 0.2], [-0.7, -0.7, 0.6], [-0.5, -0.1, -0.7], [-1.1, -1.7, 0.8], [1.1, 3.1, 0.3], [0.6, -0.1, -0.2], [0.1, -0.1, -0.4], [0.6, -0.3, -0.4], [1.1, -0.2, 0.5], [-1.0, -0.6, -1.5], [0.4, 0.3, 0.9], [0.0, -0.2, 0.3], [-0.3, 0.6, -0.2], [0.0, -0.1, 0.4], [-0.1, 0.1, -0.4], [-0.2, -0.5, 0.4], [0.1, 1.2, -0.3], [0.4, -1.4, -1.3], [0.3, 0.1, 0.3], [-0.5, 0.2, -0.1], [1.7, -0.4, 0.2], [0.0, -0.3, -0.1], [-0.2, 0.2, 0.4], [0.0, 0.1, -0.6], [0.1, 0.5, 0.8], [-0.4, 0.3, 0.2], [-0.4, 0.0, 0.0], [0.0, -0.2, 0.2], [-0.4, 0.3, -0.2], [-0.2, -0.5, 0.4], [-0.3, 0.3, -0.4], [0.3, 1.6, 0.1], [-0.7, -0.8, -0.9], [1.0, 1.0, 1.7], [0.2, -1.3, -1.1], [-0.4, 2.1, -0.6], [-0.5, -0.2, 0.7], [0.1, -0.2, 0.0], [-0.2, -0.6, 0.3], [-0.1, -0.3, -0.1], [-0.3, 0.2, 0.2], [0.5, 0.3, -0.6], [0.2, 0.1, 0.4], [-0.2, 0.4, -0.3], [0.0, -0.7, -0.4], [0.6, -1.0, 0.0], [-0.4, -0.4, 0.5], [0.6, 0.0, 0.4], [0.2, 0.3, -1.2], [0.7, -0.8, 1.5], [-1.0, -0.1, -0.5], [0.0, -0.9, -0.5], [0.8, 0.6, -0.1], [-0.1, 0.1, 0.3], [0.0, 0.3, 0.0], [-0.4, -0.4, -0.2], [-0.1, 0.2, -0.2], [0.0, -0.5, -0.1], [0.1, -0.4, 0.3], [0.7, 0.2, -0.2], [0.1, 0.5, 0.1], [-0.2, 0.6, 0.6], [-0.3, -0.8, -0.1], [1.2, 0.4, -0.6], [-0.2, -1.0, 0.7], [-0.4, 0.4, 0.8], [0.6, -0.8, -0.8], [-0.5, -0.7, -1.0], [-0.8, 0.4, 1.7], [0.3, 0.0, 0.2], [0.0, -0.8, -0.1], [-0.3, 0.4, -0.2], [0.1, 0.2, 0.2], [-0.1, -0.2, -0.2], [-0.8, 0.4, -0.1], [0.6, 1.1, -0.3], [0.1, 0.2, -0.1], [0.3, -0.1, -0.4], [-0.1, 0.1, 0.1], [-0.1, -0.9, 0.0], [-0.4, 0.1, 0.6], [-1.0, 0.1, 0.3], [-0.9, 0.4, -1.5], [0.9, 0.1, -0.9], [0.1, -1.2, 0.5], [-0.3, 0.1, 0.2], [0.1, 0.0, 0.1], [0.3, 0.1, -0.3], [0.6, 0.2, -0.1], [0.4, -0.3, 0.5], [0.4, 0.3, 0.6], [-0.6, 0.3, -0.1], [0.0, 0.5, 0.3], [0.0, -0.3, 0.2], [0.0, 0.5, -0.5]],
  "mulliken_charge": [1.3391, 1.0382, -0.5716, -0.5572, -0.5803, 1.1073, -0.6125, -0.5643, -0.5896, 1.9964, -0.5002, -0.5274, -0.4897, -0.5175, -0.4923, -0.4815, -0.7075, 0.7934, -0.4783, -0.4984, 0.2926, 0.2960, 0.3023, -0.6632, 0.8412, -0.5183, -0.5106, 0.3023, 0.2760, 0.2727, -0.7475, -0.2858, -0.4849, -0.6040, -0.3163, -0.7761, 0.2369, 0.2968, 0.3205, 0.3218, 0.3772, 0.3681, 0.4039, 0.3182, 0.3077, 0.2638, -0.7635, -0.2810, -0.4885, -0.4153, -0.2669, -0.8481, 0.3042, 0.3423, 0.2158, 0.2847, 0.3214, 0.3546, 0.2806, 0.3265, 0.2925, 0.3390, -0.8025, -0.2573, -0.5676, -0.6157, -0.2398, -0.8367, 0.2747, 0.3349, 0.3081, 0.3469, 0.3493, 0.4081, 0.3740, 0.3588, 0.3078, 0.2804, -0.7254, -0.2977, -0.4001, -0.6164, -0.3752, -0.6642, 0.3067, 0.2482, 0.2967, 0.3881, 0.3242, 0.3292, 0.4039, 0.3140, 0.2426, 0.2261, -0.7110, -0.2879, -0.3421, -0.7152, -0.3353, -0.7563, 0.2860, 0.2371, 0.3022, 0.2874, 0.3734, 0.4269, 0.3486, 0.2953, 0.3093, 0.2622],
  "relative_energy_kcal_mol": 332.0,
  "charge": -1
}


Entry 2:
{
  "formula": "C22H56Br4O18S6",
  "method": "ωB97M-V/def2-TZVPD",
  "symbols": ["O", "S", "O", "O", "C", "C", "C", "H", "H", "H", "H", "H", "H", "H", "H", "O", "S", "O", "O", "C", "C", "C", "H", "H", "H", "H", "H", "H", "H", "H", "O", "S", "O", "O", "C", "C", "C", "H", "H", "H", "H", "H", "H", "H", "H", "O", "S", "O", "O", "C", "C", "C", "H", "H", "H", "H", "H", "H", "H", "H", "O", "S", "O", "O", "C", "C", "C", "H", "H", "H", "H", "H", "H", "H", "H", "O", "S", "O", "O", "C", "C", "C", "H", "H", "H", "H", "H", "H", "H", "H", "Br", "C", "C", "Br", "H", "H", "H", "H", "Br", "C", "C", "Br", "H", "H", "H", "H"],
  "coordinates": [[19.3704, 13.6874, 22.9759], [19.7267, 13.9662, 21.5839], [19.3251, 15.2524, 20.9698], [21.3294, 13.6093, 21.3764], [21.9698, 14.0632, 20.2117], [23.4028, 14.4402, 20.5883], [18.9065, 12.7200, 20.4804], [21.4525, 14.8734, 19.6978], [22.1045, 13.2307, 19.5212], [23.4307, 15.0387, 21.4989], [23.8635, 15.0274, 19.7938], [24.0822, 13.6390, 20.8792], [17.8495, 12.9857, 20.4673], [19.1139, 11.8033, 21.0326], [19.3923, 12.7559, 19.5053], [10.2306, 11.7660, 9.6730], [10.2975, 10.3855, 9.9741], [11.4362, 9.5097, 9.5696], [9.8435, 10.1324, 11.5506], [9.2386, 11.2090, 12.2779], [10.2212, 12.2881, 12.8451], [8.8841, 9.7181, 9.0311], [8.6728, 10.7108, 13.0651], [8.3451, 11.6540, 11.8400], [10.9657, 12.5715, 12.1013], [10.7646, 11.9161, 13.7137], [9.6860, 13.1923, 13.1351], [8.7666, 8.7028, 9.4098], [9.0821, 9.8071, 7.9629], [8.0285, 10.3172, 9.3431], [19.8409, 9.8102, 11.4066], [19.4044, 10.2760, 12.7028], [19.6345, 9.4281, 13.8526], [19.9038, 11.8754, 13.0959], [19.5527, 12.4498, 14.3464], [20.7293, 13.1642, 14.9781], [17.5852, 10.4332, 12.5074], [19.2168, 11.7607, 15.1213], [18.6693, 13.0495, 14.1274], [20.4191, 13.6456, 15.9055], [21.1837, 13.9556, 14.3821], [21.5025, 12.4252, 15.1885], [17.0647, 11.0534, 13.2372], [17.1403, 9.4440, 12.3997], [17.4491, 11.0001, 11.5864], [15.6887, 8.0224, 19.4238], [16.5718, 7.3753, 18.4255], [16.2309, 6.1792, 17.7157], [17.1055, 8.4839, 17.3489], [17.4375, 8.1745, 15.9713], [16.2865, 7.6677, 15.1663], [18.2138, 7.1627, 19.1919], [18.2456, 7.4444, 15.9278], [17.8178, 9.0844, 15.5069], [16.1896, 6.6009, 15.3680], [16.4165, 7.7628, 14.0883], [15.3554, 8.1511, 15.4619], [18.8506, 6.9671, 18.3292], [18.2164, 6.3347, 19.9008], [18.5088, 8.1038, 19.6559], [12.4888, 13.6022, 18.9560], [11.3090, 14.4082, 18.6827], [11.3325, 15.8458, 18.5593], [10.5469, 13.7542, 17.3381], [9.9373, 14.6272, 16.3939], [8.7026, 15.4385, 17.0208], [9.9915, 14.0309, 19.8772], [9.5148, 14.0293, 15.5864], [10.7233, 15.2818, 16.0175], [8.0274, 14.7796, 17.5667], [8.1775, 16.0147, 16.2589], [9.0755, 16.1024, 17.8007], [9.8192, 12.9631, 20.0115], [9.0485, 14.4222, 19.4955], [10.3144, 14.4779, 20.8174], [16.5018, 11.6693, 15.9627], [16.4917, 12.6157, 17.1142], [17.7161, 13.0747, 17.7444], [15.4837, 13.9963, 16.8575], [14.7920, 14.0689, 15.6120], [13.7727, 12.9490, 15.3773], [15.3921, 11.9360, 18.4244], [15.5192, 14.0736, 14.8000], [14.3514, 15.0645, 15.6648], [12.9708, 13.1850, 16.0768], [14.1742, 11.9356, 15.3714], [13.2946, 13.0687, 14.4050], [14.5421, 11.4879, 17.9097], [15.2492, 12.6922, 19.1962], [15.8248, 11.0182, 18.8227], [15.7556, 13.1211, 22.5145], [16.3800, 11.2686, 22.9904], [16.2181, 10.2901, 21.8804], [17.1358, 8.6024, 22.3753], [15.9289, 10.8473, 23.8888], [17.4425, 11.3632, 23.2150], [16.6729, 10.6875, 20.9731], [15.1748, 10.0488, 21.6767], [9.5299, 18.5376, 12.0173], [11.1320, 17.4416, 12.5490], [11.0886, 15.9998, 11.9931], [12.6879, 15.0532, 12.6803], [11.1388, 17.2864, 13.6279], [12.0624, 17.9447, 12.2859], [11.0104, 15.9288, 10.9082], [10.3033, 15.3351, 12.3530]],
  "forces_ev_per_angstrom": [[1.2, 0.3, -2.2], [-2.2, 0.6, -1.0], [1.7, -2.0, 1.4], [-2.4, 0.4, 1.3], [2.0, -0.2, -0.9], [0.2, 0.8, 0.7], [1.3, 0.6, 1.6], [-0.1, 0.1, 0.4], [-0.6, -0.2, -0.2], [-0.4, 0.5, -0.1], [0.0, -0.1, -0.1], [-0.4, -0.5, -0.5], [0.2, 0.0, -0.1], [-0.2, -0.3, -0.4], [-0.2, 0.0, 0.1], [0.9, 1.6, 0.5], [0.0, -3.6, -2.1], [-2.4, 2.4, 2.1], [0.9, 0.2, -1.7], [-0.5, 0.9, 1.3], [-0.3, -1.0, -0.5], [0.4, 0.0, 1.7], [0.8, -0.4, 0.6], [0.5, 0.3, -1.3], [-0.2, 0.0, -0.1], [-0.1, -0.1, 0.0], [-0.2, -0.1, 0.0], [-0.1, -0.1, -0.5], [0.2, -0.1, 0.3], [0.0, 0.0, -0.2], [0.5, 1.5, 1.2], [-1.6, 0.1, 1.0], [0.3, 0.9, -0.5], [0.1, -3.1, -1.9], [-0.7, 0.3, 0.9], [0.2, 0.3, -0.3], [0.5, 1.1, -0.5], [0.0, -0.7, -0.4], [0.2, 0.6, 0.2], [-0.1, -0.2, 0.1], [-0.2, -0.1, -0.3], [0.0, 0.0, 0.1], [0.4, -0.4, 0.6], [0.3, 0.0, 0.2], [0.1, -0.3, -0.3], [1.5, -1.1, -2.7], [1.3, 1.5, 1.6], [-0.5, 0.2, 0.4], [-1.2, 0.1, 0.7], [0.4, 0.0, -0.5], [-0.8, -1.0, 0.1], [-0.7, 0.0, -0.5], [0.2, 0.0, 0.3], [0.0, 0.2, 0.7], [-0.3, 0.1, -0.1], [0.2, 0.3, 0.1], [0.0, 0.1, -0.1], [0.1, -0.2, 0.2], [-0.1, 0.1, -0.1], [-0.2, -0.1, 0.0], [-1.6, 1.2, -0.7], [-1.2, -1.2, -0.1], [0.6, -1.0, -0.2], [1.2, -0.1, 1.3], [-1.7, 1.5, 0.7], [1.7, -0.5, 0.1], [0.5, -0.2, -0.2], [0.5, -0.3, 0.1], [-0.3, 0.2, -0.2], [-0.2, -0.3, -0.5], [0.0, -0.1, 0.0], [0.1, 0.3, -0.3], [0.5, 0.0, -0.2], [0.3, 0.4, 0.1], [-0.2, 0.1, -0.1], [0.2, 2.5, 2.0], [-1.9, -0.6, 0.5], [-1.1, -0.3, -1.3], [2.1, -2.2, 0.3], [0.3, -0.5, -1.0], [-0.5, 1.2, 0.0], [1.0, -0.8, -1.0], [0.2, 0.1, -0.1], [-0.3, -0.2, -0.2], [-0.1, -0.9, 0.3], [0.0, 0.2, 0.5], [0.2, 0.2, -0.1], [-0.5, 1.0, 0.0], [-0.4, -0.1, -0.3], [0.7, 0.2, 0.2], [0.1, -1.4, 0.3], [0.7, 0.1, 0.6], [-0.3, 0.0, -0.8], [-0.3, 0.7, -0.1], [-0.4, 0.7, 0.0], [-0.1, 0.4, 0.0], [0.1, -0.4, 0.0], [0.2, -0.2, 0.0], [1.2, -0.8, 0.3], [-0.4, -1.2, 0.2], [-0.1, 0.1, -0.2], [-0.3, 0.5, -0.5], [-0.3, 0.7, 0.0], [-0.4, 0.1, -0.3], [0.6, 0.1, 0.0], [-0.2, 0.7, 0.3]],
  "mulliken_charge": [-0.5967, 1.1589, -0.6262, -0.2963, -0.1427, -1.3172, -0.5486, 0.4211, 0.2621, 0.3365, 0.3586, 0.3230, -0.0747, 0.3302, 0.3989, -0.5434, 1.1023, -0.6055, -0.3063, -0.7341, -0.4547, -0.9124, 0.4647, 0.3216, 0.3030, 0.2683, 0.1309, 0.3246, 0.3442, 0.2952, -0.5826, 1.1027, -0.5480, -0.3987, 0.4081, -1.3607, -0.6253, 0.0697, 0.1967, 0.3279, 0.3595, 0.3498, 0.0334, 0.2554, 0.4093, -0.5559, 1.0791, -0.6154, -0.1842, 0.4698, -1.3154, -0.8583, 0.2657, -0.2532, 0.4463, 0.3170, 0.3008, 0.3355, 0.3592, 0.2120, -0.4421, 0.9997, -0.5791, -0.3408, 0.0514, -1.3320, -0.9341, 0.1469, 0.3839, 0.3107, 0.4013, 0.3644, 0.3267, 0.2960, 0.3661, -0.2495, 0.7878, -0.4742, -0.4051, -0.5261, -0.1010, -0.5803, 0.2608, 0.3841, -0.0014, 0.1854, -0.0172, 0.3926, 0.3690, -0.1043, -0.1915, -0.6816, -0.1484, -0.1589, 0.4575, 0.4014, -0.1613, 0.5180, -0.1784, -0.5674, -0.5331, -0.0896, 0.3052, 0.4115, 0.4500, 0.2419],
  "smiles": "CCOS(C)(=O)=O.CCOS(C)(=O)=O.CCOS(C)(=O)=O.CCOS(C)(=O)=O.CCOS(C)(=O)=O.CCOS(C)(=O)=O.BrCCBr.BrCCBr",
  "relative_energy_kcal_mol": 44.3
}


Let's list orbital gap in order: 2.747; 10.467 eV.